1.
Formula: C18H23F6N3O5S6SiZr
Source: the Open Molecules 2025 dataset
Level of theory: ωB97M-V/def2-TZVPD

XYZ file:
```
63
Properties=species:S:1:pos:R:3:forces:R:3:mulliken_charge:R:1
Zr 0.450642 0.110252 0.174603 1.7477 -0.3288 -1.0712 0.184
F 0.724106 -1.932361 4.651806 0.0423 0.0302 0.0402 -0.189
C -0.531115 -2.200399 4.300153 0.0496 -0.0650 -0.0158 0.408
F -0.661325 -3.515323 4.159713 -0.0098 -0.0978 -0.0742 -0.211
F -1.342824 -1.795775 5.275149 -0.0494 0.0166 0.0302 -0.223
S -0.898979 -1.285425 2.750003 0.0229 0.1744 -0.3873 1.327
O 0.154494 -1.672726 1.805653 -0.4437 0.1151 0.3926 -0.716
O -0.888716 0.106261 3.094177 0.0082 -0.1094 0.3492 -0.583
N -2.328195 -1.861457 2.431574 0.0423 -0.0467 -0.0638 -0.662
S -2.920086 -1.453876 1.013105 0.3391 0.2413 0.0593 0.896
O -1.996347 -0.599331 0.289496 -0.4964 -0.1232 0.1656 -0.400
O -4.295300 -1.082567 1.075056 -0.0343 0.0040 0.0644 -0.704
C -2.952891 -3.074568 0.133088 -0.0715 -0.0177 -0.0667 0.590
F -3.271404 -2.870218 -1.138110 0.0095 -0.0515 -0.0351 -0.201
F -3.908562 -3.839805 0.689023 -0.0522 -0.0118 0.0280 -0.251
F -1.811222 -3.728867 0.223016 0.0942 0.0129 0.0326 -0.196
O -0.627894 -1.136497 -6.918288 -0.3118 0.0348 0.0305 -0.673
C -0.487060 -0.936047 -5.727632 0.6351 -0.0748 -0.1223 0.614
S -0.388957 -2.209376 -4.518104 -0.1678 -0.0159 -0.0068 -0.202
C -0.044701 -1.194498 -3.120861 0.0384 -0.0502 0.1529 0.261
C 0.055771 0.124585 -3.358255 0.0844 0.1188 0.1056 0.177
S 0.426845 1.374456 -2.191226 -0.1762 -0.0546 0.0784 -0.398
S -0.171068 0.645428 -5.024888 -0.1579 0.0243 -0.0030 -0.227
S 0.168562 -1.997425 -1.591103 -0.1157 0.0273 -0.0714 -0.452
C 0.448945 3.042748 4.082012 0.0385 0.0727 0.0845 -1.172
Si 1.368682 2.537259 2.505742 -0.1526 -0.1307 -0.2135 0.442
C 2.415276 1.115435 3.148286 0.0668 -0.0738 0.0305 -0.589
C 2.529124 3.957872 2.041263 0.0751 0.0603 0.0195 -1.316
N 0.323301 2.120564 1.172735 -0.4543 0.1577 0.0430 0.624
C -0.741285 2.990771 0.899595 0.0322 -0.2076 0.2215 0.822
C -1.786256 2.623067 0.028429 -0.0694 -0.0284 -0.0357 -0.082
C -2.865246 3.445724 -0.230940 0.0051 -0.0003 0.0093 -1.060
C -2.976748 4.699154 0.360528 -0.0009 0.0078 0.0000 -0.501
C -1.957306 5.101181 1.208251 0.0227 -0.0232 0.0060 -0.868
C -0.874991 4.273392 1.470566 0.0946 0.1343 -0.1703 -0.156
H 1.185245 3.015221 4.893787 -0.0380 0.0122 0.0309 0.362
H -0.328382 2.311447 4.312085 0.0188 -0.0448 -0.0357 0.206
H -0.011662 4.028866 4.074919 0.0130 0.0237 0.0209 0.420
H 3.378452 1.520007 3.478952 -0.0181 -0.0189 0.0558 0.355
H 2.610098 0.333983 2.417487 -0.0586 0.0335 -0.0531 -0.189
H 1.921431 0.669371 4.016101 0.0018 -0.0187 -0.0128 0.362
H 3.461916 3.899800 2.609760 0.0008 0.0244 0.0093 0.359
H 2.079826 4.934776 2.235719 0.0106 0.0070 -0.0114 0.376
H 2.778015 3.913283 0.979216 0.0019 -0.0375 -0.0064 0.276
H -1.745627 1.681186 -0.496909 -0.0340 -0.0298 0.0420 0.159
H -3.629008 3.093919 -0.915119 -0.0046 0.0059 0.0004 0.399
H -3.822364 5.344192 0.154718 -0.0047 -0.0054 0.0012 0.337
H -1.991437 6.079542 1.677244 -0.0023 0.0024 -0.0018 0.361
H -0.095587 4.659642 2.107949 0.0237 0.0063 0.0056 0.062
C 3.761120 -0.726027 -1.653090 0.0991 -0.0118 -0.0653 -1.691
C 3.651717 -0.185123 -0.223568 -0.2563 -0.1332 -0.0426 1.742
C 4.446021 -1.093279 0.723513 0.0445 -0.0517 0.0233 -1.783
C 4.221929 1.236496 -0.163334 0.1061 0.0416 -0.0182 -1.228
N 2.264451 -0.151152 0.148093 -0.4613 0.4802 0.4499 -0.161
H 4.810101 -0.808312 -1.966505 -0.0282 0.0144 -0.0063 0.414
H 3.230362 -0.065389 -2.340541 -0.0204 0.0245 0.0089 0.281
H 3.286272 -1.706298 -1.716342 0.0015 -0.0092 0.0238 0.342
H 5.497942 -1.149241 0.420457 -0.0020 -0.0048 0.0033 0.408
H 4.024172 -2.100205 0.714739 -0.0181 0.0071 -0.0253 0.337
H 4.403486 -0.716714 1.747576 -0.0031 0.0079 0.0017 0.362
H 5.277272 1.256706 -0.463578 -0.0165 -0.0081 -0.0046 0.477
H 4.145219 1.633459 0.851802 -0.0130 -0.0137 0.0031 0.133
H 3.653209 1.888477 -0.828753 -0.0276 -0.0247 -0.0034 0.208
```
Forces are in eV/Å.

Properties
**Frontier orbital gap**: 5.506 eV
**HOMO energy**: -0.0427 Eh
**E_LUMO**: 4.3430 eV
**E**: -4565.3076 a.u.
**Total charge**: -2
**ΔE to the lowest compared entry with this formula, charge and spin**: 0.4845 eV

2.
Formula: C18H23N3
Source: the Open Molecules 2025 dataset
Level of theory: ωB97M-V/def2-TZVPD

XYZ file:
```
44
Properties=species:S:1:pos:R:3:forces:R:3:mulliken_charge:R:1
C -3.505824 2.962195 2.757442 3.4244 -4.5663 7.7580 -0.374
C -2.976108 2.330468 3.918594 -3.5454 2.8797 -8.1172 -0.157
C -2.416205 1.261848 5.074723 -0.1403 1.7067 0.0970 -0.402
C -3.540738 0.156437 5.524120 -0.1393 0.8800 0.1532 -0.325
C -3.591429 -1.195859 4.594620 -2.0337 0.0226 0.9119 -0.761
N -2.783251 -1.113726 3.313017 1.7335 0.1758 -3.4965 0.257
C -3.499620 -0.505129 2.102360 3.7337 -0.5962 -1.3602 -0.123
C -2.719733 -0.310971 0.642773 2.1610 -2.0151 4.2411 -0.462
C -1.145963 -0.813117 0.591887 -1.7125 -0.4489 2.1156 0.329
C -0.283313 -0.616913 -0.788594 2.0535 1.4060 -2.7829 0.195
C 0.296781 0.924807 -1.070768 0.9153 -3.0727 -2.6403 -0.474
C 1.215260 1.247421 -2.389929 -2.3021 -3.5205 2.1727 -0.065
N 1.520883 0.137298 -3.371002 -2.5303 -0.2547 2.8126 0.225
C 2.430570 0.516669 -4.558492 1.3033 -0.0874 -0.7379 -0.831
C 3.895784 -0.206760 -4.201879 -1.4272 -0.1516 -0.2401 -0.209
C 5.133761 0.342405 -5.125964 -0.1341 -0.8068 0.6764 -0.415
N 6.356107 0.597403 -4.221112 -1.2417 -1.3080 -0.2951 -0.626
C 1.012132 -1.308889 -3.198356 -1.1585 2.1395 2.7328 0.002
C 0.065533 -1.771227 -1.899423 1.6641 4.3661 -0.1683 -0.524
C -0.441015 -1.494097 1.916147 -4.2065 1.2961 0.5633 -0.485
C -1.351609 -1.617177 3.279785 -0.4811 1.4762 -3.8130 -0.126
H -3.991227 3.516097 1.819251 1.4016 -1.3198 2.8503 0.346
H -2.171427 1.932996 6.028960 -0.5849 -1.4665 -2.1809 0.342
H -1.388751 0.804630 4.726338 -2.1848 0.9300 0.5247 0.220
H -3.342243 -0.130124 6.663661 -0.4019 0.5015 -2.6472 0.303
H -4.599770 0.696395 5.462337 2.3835 -1.2539 0.2088 0.318
H -3.336179 -2.137188 5.241131 -0.1180 1.7470 -1.6185 0.361
H -4.729099 -1.316835 4.253929 2.6499 0.0512 0.6822 0.312
H -4.628573 -0.159706 2.231967 2.7894 -0.9040 -0.0657 0.383
H -3.291570 0.158525 -0.269826 1.3441 -1.0799 2.0660 0.373
H 0.040526 1.766088 -0.298528 0.6502 -1.7413 -1.7426 0.388
H 1.630150 2.347362 -2.525018 -0.8190 -2.7601 -0.0864 0.346
H 1.994229 0.155105 -5.593759 0.6544 0.4976 2.3681 0.269
H 2.538707 1.699947 -4.660189 -0.4053 -2.6409 0.6646 0.358
H 4.045206 -0.010768 -3.033743 -0.0500 -0.4983 -2.6367 0.220
H 3.703627 -1.367641 -4.401324 0.6085 2.4467 0.6966 0.204
H 5.384506 -0.529220 -5.902114 -0.4077 2.2567 1.6289 0.298
H 4.799270 1.313995 -5.693432 0.8434 -1.8489 1.1129 0.310
H 6.810885 -0.342978 -4.020790 -0.8069 1.7325 -0.2091 0.273
H 6.042765 1.012080 -3.304036 0.4935 -0.6769 -1.4038 0.248
H 1.341731 -2.061447 -4.051557 -0.8127 1.8471 2.0220 0.367
H -0.305633 -2.876466 -1.751825 0.9279 2.4620 -0.5612 0.370
H 0.680436 -1.892287 1.932348 -2.8077 1.0236 -0.1079 0.363
H -0.899570 -2.101646 4.256265 -1.2833 1.1738 -2.1482 0.376
```
Forces are in eV/Å.

Properties
**Frontier orbital gap**: 5.975 eV
**HOMO energy**: -0.5041 Eh
**E_LUMO**: -7.7417 eV
**E**: -862.6220 a.u.
**Total charge**: +2
**ΔE to the lowest compared entry with this formula, charge and spin**: 18.8060 eV

3.
Formula: C18H23N3O3S
Source: the Open Molecules 2025 dataset
Level of theory: ωB97M-V/def2-TZVPD

XYZ file:
```
48
Properties=species:S:1:pos:R:3:forces:R:3:mulliken_charge:R:1
C -4.586322 -3.576217 0.296073 -0.0094 0.0251 0.0211 -1.517
C -3.849040 -2.273759 0.332348 0.0923 0.1025 -0.0045 0.632
C -4.312741 -1.185571 -0.393760 0.1690 0.0663 0.1204 -0.892
C -3.662080 0.041674 -0.377480 -0.1793 -0.0051 -0.1700 1.220
C -2.503752 0.165755 0.392417 0.3396 0.4253 -0.0084 0.353
C -2.023835 -0.902034 1.147913 0.0503 -0.2081 0.1442 0.585
C -2.708323 -2.111781 1.100840 -0.0567 0.1512 -0.0990 -0.978
H -2.337400 -2.942406 1.683907 0.0619 -0.0803 0.0836 0.395
C -0.802485 -0.808541 2.006360 0.1442 -0.1037 0.2023 -1.829
H -0.653208 0.205434 2.358213 0.1512 -0.1629 0.1573 0.240
H -0.900477 -1.475765 2.860419 0.0041 -0.0450 0.0357 0.568
H 0.077408 -1.113793 1.441957 0.0646 -0.0361 0.0358 0.234
S -1.574887 1.708636 0.463240 0.3199 -0.1495 0.0307 1.515
O -1.409255 2.109328 1.832252 0.0744 -0.0813 0.0204 -0.781
O -2.096903 2.703096 -0.431245 -0.0745 -0.2220 -0.1813 -0.767
N -0.049017 1.197342 -0.111012 -1.1068 0.0269 0.4277 0.400
C 0.959411 2.205381 0.160312 0.1849 0.4777 0.1834 -1.118
H 1.953100 1.778045 0.028813 -0.0829 -0.0372 0.0144 0.266
H 0.830439 2.516203 1.194456 0.2366 0.0814 0.0210 0.395
H 0.842335 3.077953 -0.491592 0.0296 0.0101 -0.0041 0.338
C -0.153523 0.832787 -1.505823 -0.0543 0.0533 -0.6695 0.049
H -0.250048 1.712466 -2.157464 0.0744 -0.1656 0.0346 0.280
C 1.026661 -0.004895 -1.997216 -0.3025 -0.0280 0.2327 0.105
O 1.357184 -0.038778 -3.163278 -0.0236 0.1619 -0.3130 -0.690
N 1.602677 -0.742404 -1.028676 0.1974 -0.2340 0.3869 0.058
H 1.379671 -0.503531 -0.071186 -0.0167 0.0434 -0.1339 0.038
C 2.855445 -1.424579 -1.229277 -0.1258 -0.1603 -0.2532 -1.135
C 3.915908 -0.912856 -0.287379 0.1645 -0.0183 -0.0403 0.794
N 3.500742 -0.130082 0.699157 -0.3182 -0.1036 -0.1062 -0.181
C 4.389375 0.339693 1.558621 0.3282 0.0933 0.2344 -0.201
C 5.741742 0.053154 1.484437 -0.0428 -0.0109 -0.0346 -0.646
C 6.179150 -0.768588 0.455232 -0.1149 -0.0091 -0.0232 -0.249
C 5.253871 -1.262348 -0.447096 -0.0602 0.0822 0.1246 -0.910
H 5.554083 -1.901549 -1.262977 0.0329 -0.0654 -0.0992 0.401
H 7.225924 -1.016862 0.357362 0.0696 -0.0149 -0.0109 0.405
H 6.431963 0.459931 2.206202 0.0401 0.0493 0.0732 0.378
H 3.987114 0.974041 2.337542 0.0787 0.0669 0.1187 0.412
H 2.724260 -2.503522 -1.069868 0.0847 0.1084 -0.0907 0.289
H 3.154599 -1.268673 -2.270747 -0.0313 -0.0884 0.1429 0.481
H -1.059261 0.229103 -1.621972 0.1155 -0.0449 -0.2077 0.203
C -4.235014 1.166819 -1.177431 -0.1499 0.1425 -0.1493 -1.596
H -5.162089 0.855760 -1.653710 -0.0251 -0.0346 -0.0006 0.388
H -3.535443 1.496657 -1.942358 -0.0507 0.0547 -0.0711 0.305
H -4.428689 2.027931 -0.542624 -0.0836 0.0594 -0.0802 0.335
H -5.209045 -1.293912 -0.987218 -0.1002 0.0430 -0.0879 0.373
H -4.004441 -4.367714 0.760448 0.0002 -0.0882 0.0160 0.358
H -4.812342 -3.858844 -0.730135 -0.0302 -0.0696 -0.0488 0.368
H -5.531101 -3.483752 0.830974 -0.0695 -0.0577 0.0255 0.327
```
Forces are in eV/Å.

Properties
**Frontier orbital gap**: 9.957 eV
**HOMO energy**: -0.3422 Eh
**E_LUMO**: 0.6450 eV
**E**: -1487.8924 a.u.
**ΔE to the lowest compared entry with this formula, charge and spin**: 1.8483 eV

4.
Formula: C18H23N3O4S
Source: the Open Molecules 2025 dataset
Level of theory: ωB97M-V/def2-TZVPD

XYZ file:
```
49
Properties=species:S:1:pos:R:3:forces:R:3:mulliken_charge:R:1
N 5.853731 0.118653 -0.336376 0.7260 -0.1290 0.2728 -0.519
O -1.401892 0.425896 2.808533 1.5923 -0.3740 1.1447 -0.571
O 4.250986 -0.246243 -3.271334 -0.5129 0.6728 0.3893 -0.632
O 1.834308 -0.113383 -3.757252 -0.2275 0.3890 -0.3807 -0.872
C 4.725748 -0.021620 -0.204707 -1.4781 0.6219 -1.5613 -0.284
O -0.105192 -0.116036 -1.835671 1.3019 -0.1670 2.3344 -0.578
C -1.431342 -0.456332 1.984484 -1.7133 1.7927 -1.2327 0.125
C -5.376681 -2.440885 2.677492 4.6999 1.2293 1.9515 -0.898
C -4.530504 -1.346758 2.710133 -3.4629 -2.5814 0.6619 0.377
C 2.897569 -0.276979 1.183431 -2.9497 0.7820 -1.5710 -1.627
C 1.524279 -0.237067 1.455511 -0.0065 -0.4723 -0.4315 -0.319
C 3.255504 -0.037557 -0.140181 1.9691 -0.6455 -0.3329 0.821
C 0.973298 -0.170260 -0.922383 0.1377 1.3035 -2.0982 0.861
C 0.553029 -0.237165 0.392060 0.5796 -0.1593 3.1186 0.849
C 2.381785 0.061201 -1.238565 -0.8572 -0.1335 0.2847 -0.498
N -0.813960 -0.360854 0.722742 2.2693 0.2947 -0.7703 -0.174
N -2.409398 -1.394051 1.945517 4.0272 0.6942 -1.7394 -0.250
C -5.068967 -0.010852 2.279133 -2.4568 -2.3041 0.6069 -1.353
C 1.913326 2.925853 -2.467643 -0.6511 -0.8035 -0.4720 -1.478
C 4.371233 2.679528 -2.553255 1.4504 -2.1204 1.4216 -1.498
C 2.977514 2.723115 -4.692220 -0.4720 -0.1358 0.3429 -1.706
C -4.665706 -3.716976 3.099021 0.8053 0.7210 -1.0328 -0.751
C -3.196744 -3.264989 3.327745 -2.0942 0.8019 1.3471 -0.965
C 3.111213 2.185581 -3.256275 -1.2704 2.9732 0.9455 1.381
C -3.112801 -1.753278 3.042153 -2.4137 -0.5371 2.6960 0.284
S 2.980708 0.386208 -3.027393 -0.7571 -1.2016 1.0527 1.360
H 0.286142 -0.136406 -2.693965 0.5666 -0.0640 -1.6079 0.450
H -6.345436 -2.392467 2.370132 -2.6193 0.0576 -0.7986 0.570
H 3.715473 -0.402396 1.831747 0.2989 -0.0596 1.3114 0.539
H 1.174392 -0.254659 2.486152 -0.0581 -0.1178 -0.2517 0.400
H -1.390208 -0.492773 -0.068871 -0.5644 -0.2559 -0.7647 0.341
H -2.667510 -1.574738 1.012093 -0.6936 -1.1908 -0.6941 0.312
H -5.637641 0.471111 3.053871 0.3863 0.4581 0.9145 0.316
H -5.925540 -0.205092 1.591013 1.0639 0.2433 -0.2527 0.345
H -4.329953 0.590287 1.922917 1.7904 2.0023 -1.2867 0.352
H 1.778060 2.464138 -1.496618 0.1886 0.1860 0.4065 0.374
H 0.957177 2.733844 -2.975119 0.2499 -0.0388 -0.1082 0.388
H 1.932889 4.043555 -2.334019 0.8264 -1.1601 -0.3892 0.368
H 5.342467 2.086558 -2.782569 -1.7546 0.9263 0.2708 0.288
H 4.128642 2.539853 -1.457433 0.7989 0.1532 -0.9115 0.340
H 4.570350 3.728938 -2.683184 -0.2044 0.3995 -0.3512 0.461
H 3.276728 3.769527 -4.669820 -0.1111 0.0996 0.2405 0.425
H 3.633816 2.275017 -5.378792 0.9419 -0.8868 -0.9280 0.469
H 1.964906 2.679677 -5.106409 0.1492 -0.2183 0.2923 0.372
H -4.973933 -4.370863 3.914993 -0.5921 0.5701 0.1471 0.414
H -4.641512 -4.332639 2.258197 -0.3994 -1.4418 -1.5922 0.274
H -3.245598 -3.348813 4.390534 1.2701 -0.0206 0.9841 0.233
H -2.424378 -3.870331 2.923480 0.5888 -0.4461 -0.4865 0.441
H -2.670371 -1.306079 3.966971 -0.3583 0.2929 -1.0917 0.442
```
Forces are in eV/Å.

Properties
**Frontier orbital gap**: 8.504 eV
**HOMO energy**: -0.3179 Eh
**E_LUMO**: -0.1453 eV
**E**: -1562.9979 a.u.
**ΔE to the lowest compared entry with this formula, charge and spin**: 5.8484 eV